No. 1
A structure of composition C44H64CaN3O8P in a non-equilibrium geometry, computed with ωB97M-V with the def2-TZVPD basis set.

The value obtained for the relative energy (zero: lowest compared OMol25 entry of this formula, charge and spin) is 121.4 kJ/mol. As for the net charge: 0.

Structure (XYZ):
```
121
Properties=species:S:1:pos:R:3:forces:R:3
Ca 0.78884 1.33134 0.21716 -0.135 -1.590 -1.204
C 4.75944 1.44322 2.16998 -0.011 -0.001 0.000
O 3.36970 1.66396 2.12324 0.000 0.074 -0.034
C 2.74725 1.61266 3.39153 -0.092 -0.108 -0.051
C 1.28502 1.90736 3.13826 0.380 0.108 0.206
O 0.67182 0.91141 2.31892 -0.033 -0.485 1.559
C -0.08329 -0.11525 2.98450 0.000 -0.408 0.065
C 0.76007 -1.24229 3.56666 0.042 0.117 -0.116
O 1.49237 -1.97055 2.60148 0.062 0.081 -0.022
C 0.70869 -2.92280 1.88582 -0.040 -0.007 -0.009
H 5.24875 2.16404 2.83482 0.014 -0.009 -0.021
H 5.14245 1.57693 1.15869 0.017 -0.028 0.005
H 4.99488 0.42960 2.51576 -0.024 -0.002 0.002
H 3.16348 2.37496 4.06349 -0.022 0.036 -0.040
H 2.90790 0.63100 3.85071 0.013 -0.003 -0.021
H 1.24826 2.83736 2.56998 -0.198 0.070 0.116
H 0.72581 2.04586 4.06468 -0.047 -0.072 -0.007
H -0.76576 -0.51782 2.22948 -0.074 0.033 -0.009
H -0.66833 0.32702 3.79506 -0.056 0.120 -0.079
H 0.08627 -1.90940 4.11983 -0.050 0.028 -0.027
H 1.50003 -0.85364 4.26743 -0.047 0.000 0.066
H 0.22050 -3.61812 2.57662 0.017 -0.006 -0.003
H 1.40081 -3.47590 1.24842 -0.024 -0.014 0.016
H -0.06241 -2.44694 1.27054 -0.027 0.032 0.017
O 6.01922 4.57458 -3.73202 -0.026 -0.080 0.049
C 4.82525 5.27432 -3.44643 -0.003 0.073 -0.096
C 3.87820 4.38438 -2.69600 -0.115 0.080 0.090
C 2.66964 4.88817 -2.22768 0.162 -0.151 -0.089
C 1.82270 4.04047 -1.53928 -0.130 0.212 -0.018
N 2.09814 2.75928 -1.31321 0.392 -0.151 -0.128
C 3.26043 2.26519 -1.75761 -0.067 0.647 -0.156
C 4.17776 3.05750 -2.44411 0.033 -0.207 0.010
C 3.55476 0.85787 -1.41485 0.206 -0.557 -0.022
C 4.58192 0.14868 -2.02737 -0.051 0.160 0.015
C 4.89159 -1.13290 -1.59392 -0.040 -0.081 0.165
C 6.02947 -1.89392 -2.22526 0.020 0.003 0.058
O 7.28834 -1.31536 -1.91112 -0.023 0.042 -0.033
C 4.16694 -1.65371 -0.53146 0.116 0.063 -0.182
C 3.12237 -0.90827 -0.00911 -0.092 -0.090 0.139
N 2.79892 0.30253 -0.45248 0.890 -0.191 -0.406
H 6.63688 5.17139 -4.15974 0.034 0.041 -0.041
H 4.32749 5.59450 -4.37026 0.026 0.024 0.016
H 5.02547 6.17065 -2.84949 -0.025 -0.016 0.020
H 2.39794 5.92377 -2.38604 -0.034 -0.001 0.028
H 0.88824 4.39891 -1.12613 -0.004 -0.064 0.011
H 5.13304 2.66982 -2.76465 -0.032 -0.016 0.009
H 5.15265 0.58166 -2.83783 -0.024 0.028 0.012
H 5.94882 -1.84876 -3.31100 -0.005 -0.036 -0.003
H 5.98951 -2.94428 -1.92083 -0.008 0.007 -0.017
H 7.39195 -1.30365 -0.95392 0.008 -0.020 0.004
H 4.39064 -2.63683 -0.13704 -0.047 0.000 0.028
H 2.52152 -1.29109 0.81104 0.004 0.002 -0.009
C 1.29484 -2.25610 -2.58715 -0.073 0.088 -0.106
C -0.21791 -2.11883 -2.44416 0.122 -0.033 0.239
C -0.80489 -3.38932 -1.84249 0.296 0.239 -0.271
P -0.67080 -0.57157 -1.47756 -0.279 -0.642 -0.855
C -0.25953 0.68070 -2.84315 -0.204 0.009 0.080
C -0.39612 0.34027 -4.32875 0.123 -0.001 0.042
C -0.95238 2.00462 -2.52500 0.301 -0.153 -0.099
C -2.47608 -0.75248 -1.37900 -0.006 0.166 0.221
C -3.31682 -0.47729 -2.45931 -0.025 0.017 0.025
C -4.68717 -0.66558 -2.42661 -0.074 0.054 -0.198
C -5.55879 -0.36044 -3.61990 0.022 -0.029 0.177
C -5.23719 -1.16775 -1.23985 0.152 0.018 -0.016
C -4.44924 -1.48328 -0.16048 -0.043 0.012 -0.058
C -3.02808 -1.30944 -0.17258 0.004 -0.173 0.203
N -2.24843 -1.66873 0.84898 0.277 -0.107 -0.245
C -2.71310 -2.47642 1.89640 -0.083 0.081 0.098
C -2.67631 -3.88575 1.81282 -0.023 0.089 0.015
C -2.46387 -4.57743 0.49371 -0.170 0.120 0.163
C -2.87766 -4.66033 2.95057 0.038 0.021 0.002
C -3.14808 -4.09944 4.18924 -0.059 -0.050 0.080
C -3.29882 -4.94980 5.42441 0.040 0.088 -0.065
C -3.29815 -2.71991 4.24583 0.039 -0.022 0.003
C -3.11967 -1.91482 3.12813 -0.056 -0.040 -0.131
C -3.48561 -0.45977 3.20336 0.050 -0.013 0.104
H 1.54238 -3.06625 -3.27883 0.005 0.011 0.002
H 1.73274 -2.50057 -1.62011 0.050 -0.012 0.026
H 1.76596 -1.34121 -2.95976 0.048 -0.027 0.042
H -0.66850 -1.98639 -3.42984 -0.015 0.024 -0.001
H -0.52443 -3.50030 -0.79464 0.098 0.071 -0.157
H -0.43335 -4.26272 -2.38664 -0.007 -0.015 -0.025
H -1.89107 -3.38436 -1.91864 0.110 0.080 -0.075
H 0.81693 0.83308 -2.67598 0.003 0.002 0.007
H -1.42298 0.15467 -4.63629 -0.014 -0.022 0.004
H 0.20803 -0.51931 -4.62005 -0.028 0.005 -0.002
H -0.03516 1.19768 -4.90456 -0.017 -0.013 -0.033
H -2.02627 1.93431 -2.69735 -0.012 0.036 0.088
H -0.54831 2.80629 -3.15024 -0.019 0.022 0.017
H -0.79096 2.26473 -1.48025 -0.281 0.284 -0.083
H -2.87819 -0.10950 -3.37837 -0.048 0.034 -0.001
H -4.96111 0.00848 -4.45420 -0.021 0.019 -0.017
H -6.30746 0.39791 -3.37537 -0.010 0.007 -0.083
H -6.09487 -1.25066 -3.95841 -0.010 0.023 -0.038
H -6.31141 -1.31637 -1.18102 0.002 -0.028 0.036
H -4.89928 -1.89039 0.73793 0.004 -0.008 0.001
H -2.24966 -3.85481 -0.28297 -0.310 -0.274 0.471
H -3.36994 -5.11813 0.21009 0.004 -0.069 0.012
H -1.64601 -5.30128 0.54558 0.012 -0.007 -0.035
H -2.82170 -5.74198 2.85742 0.002 0.003 0.004
H -3.53151 -5.98216 5.16304 -0.005 -0.009 0.026
H -4.09395 -4.56852 6.06677 -0.005 -0.032 0.015
H -2.37645 -4.95223 6.01115 -0.017 -0.037 0.019
H -3.58437 -2.25698 5.18700 -0.012 0.018 -0.018
H -4.54306 -0.33749 2.94975 0.027 0.060 0.000
H -2.91244 0.12577 2.49198 0.056 0.144 -0.096
H -3.34219 -0.06992 4.21425 -0.006 0.056 -0.040
C -2.73311 4.07465 -0.31861 0.127 -0.046 0.080
C -2.31863 3.21617 0.87931 0.058 0.073 0.038
C -3.33429 3.36978 2.00336 0.152 -0.119 -0.146
O -2.13245 1.85258 0.48164 -0.210 -0.131 0.089
C -0.90174 3.62186 1.34258 -0.388 0.386 0.284
O -0.74558 4.33419 2.32631 0.066 -0.088 -0.187
O 0.02857 3.13749 0.60370 -0.511 2.383 0.459
H -3.61636 3.63899 -0.79243 -0.016 0.022 -0.007
H -1.93172 4.12999 -1.05496 -0.042 -0.007 -0.026
H -2.97952 5.08376 0.01284 0.005 0.010 -0.019
H -4.34305 3.16032 1.63906 0.010 -0.027 0.012
H -3.28635 4.39037 2.37760 -0.067 0.002 0.021
H -3.10231 2.69797 2.82605 0.008 -0.084 0.053
H -2.94739 1.50043 0.09941 0.029 -0.144 0.012
```
Positions in Å, forces in eV/Å.

These are the Mulliken partial charges, in e, on atoms 1 to 8: number 1, Ca, carries 2.92; number 2, C, carries -0.96; number 3, O, carries -0.09; number 4, C, carries -0.80; number 5, C, carries -0.89; number 6, O, carries 0.22; number 7, C, carries 1.33; number 8, C, carries -1.23

=====

No. 2
A cluster of 11 separate species, C44H64N2O18 in total in a non-equilibrium geometry, computed with ωB97M-V with the def2-TZVPD basis set.

Its SMILES is c1cc[nH]c1.c1cc[nH]c1.O=C1CCCO1.O=C1CCCO1.O=C1CCCO1.O=C1CCCO1.O=C1CCCO1.O=C1CCCO1.O=C1CCCO1.O=C1CCCO1.O=C1CCCO1. The value obtained for the relative energy (zero: lowest compared OMol25 entry of this formula, charge and spin) is 138.5 kJ/mol. As for the net charge: 0.

Structure (XYZ):
```
128
Properties=species:S:1:pos:R:3:forces:R:3
C -4.40615 -5.19294 -2.15088 0.893 0.886 1.086
C -4.60994 -4.11083 -1.25363 0.372 0.279 0.222
C -3.44491 -3.91019 -0.57151 -0.974 1.095 1.389
N -2.53003 -4.81341 -0.96088 0.134 -1.236 -0.731
C -3.12389 -5.60925 -1.93701 0.198 0.625 0.863
H -5.05510 -5.57764 -2.86389 -1.072 -0.673 -0.970
H -5.43385 -3.51241 -0.93161 -0.810 0.008 -0.607
H -3.41825 -3.18919 0.26643 0.812 -0.758 -0.788
H -1.65316 -5.05032 -0.50443 -0.279 0.336 -0.064
H -2.62525 -6.46237 -2.30079 0.588 -0.612 -0.519
C -0.56866 -1.27814 -2.50581 0.580 -0.462 0.921
C -0.32651 -2.22070 -1.42598 0.206 0.933 -0.166
C 0.04882 -1.46509 -0.32764 -0.242 -1.362 0.343
N -0.04177 -0.15779 -0.63908 1.039 0.612 0.030
C -0.30542 -0.03191 -1.97512 -0.506 0.376 -0.561
H -0.83244 -1.52762 -3.53536 0.088 0.231 0.475
H -0.38930 -3.29201 -1.46597 -0.036 -0.084 -0.037
H 0.39377 -1.70996 0.68643 -0.351 -0.160 -0.603
H 0.41333 0.48764 0.01717 -0.511 0.154 -0.683
H -0.31358 0.94171 -2.45233 -0.090 -0.139 0.125
O -0.14983 -5.04208 0.77726 -2.404 -0.853 -1.541
C 0.67281 -4.51867 1.41790 3.950 0.928 2.144
C 2.13033 -4.12158 0.98856 -0.410 -2.275 3.063
C 2.63632 -3.30726 2.20806 -1.477 -1.164 -1.101
C 1.81961 -3.88059 3.37521 0.469 -0.427 -0.371
O 0.58380 -4.39853 2.78624 0.424 0.325 -0.370
H 2.68860 -5.12880 1.03505 -0.840 1.328 -0.507
H 2.24089 -3.66281 0.05773 -0.023 0.600 -1.481
H 3.67264 -3.52158 2.26233 1.080 0.430 0.537
H 2.38079 -2.29419 1.99188 0.144 1.000 0.297
H 2.38201 -4.71831 3.82442 -0.435 0.046 -0.236
H 1.62312 -3.16644 4.18359 -0.395 -0.194 -0.521
O 5.09678 -2.92039 -0.84218 0.393 0.158 0.643
C 4.78048 -1.78566 -0.62421 -1.492 0.342 -1.399
C 4.92769 -0.88782 0.58059 1.735 0.668 -0.246
C 4.56263 0.55645 0.01981 1.931 -3.279 -1.514
C 3.57519 0.16613 -1.06474 0.829 0.258 -1.173
O 4.04416 -1.11725 -1.58767 0.286 0.500 0.824
H 4.32392 -1.29734 1.37206 -0.617 0.186 0.281
H 5.98050 -1.00811 0.94681 -0.830 0.376 -0.303
H 4.19648 1.21247 0.72663 -0.713 1.420 1.486
H 5.49691 0.91189 -0.49485 -0.868 0.050 0.690
H 2.57383 0.02232 -0.72642 -0.680 -0.045 0.416
H 3.57841 0.91112 -1.88778 -0.075 -0.661 0.311
O 4.86237 -3.06037 -5.81868 2.255 1.366 -1.722
C 4.06623 -3.54693 -5.12341 -2.106 -3.088 1.725
C 3.97069 -4.95006 -4.55334 0.902 -2.207 -0.192
C 2.55073 -5.11696 -3.95057 1.370 0.547 -0.580
C 2.08257 -3.69007 -3.84963 -0.857 0.510 -0.537
O 2.97113 -2.95215 -4.71167 -2.059 2.471 0.241
H 4.19403 -5.77110 -5.29038 -0.189 1.095 0.351
H 4.77603 -5.08494 -3.80567 -0.469 0.271 -0.115
H 1.88712 -5.69736 -4.58493 0.115 -0.169 0.066
H 2.64250 -5.51127 -2.97698 -0.202 -0.925 1.005
H 1.02201 -3.64647 -4.22685 1.121 0.552 0.190
H 2.10862 -3.21700 -2.85379 0.145 -0.323 -0.365
O -0.07805 -1.76040 3.45609 -2.350 1.224 -0.683
C -1.25743 -1.48943 3.19593 0.984 -1.122 0.487
C -2.13416 -2.07211 2.10784 0.690 -0.098 -0.764
C -3.57608 -1.95303 2.57430 0.030 1.536 -0.318
C -3.42154 -0.71193 3.48900 -0.778 0.688 0.559
O -2.01377 -0.70358 3.96298 -0.625 0.250 0.070
H -1.95228 -1.50341 1.16421 -0.188 -0.360 0.656
H -1.80950 -3.08679 1.94950 0.157 -0.389 -0.260
H -4.25466 -1.73489 1.70480 0.518 -0.205 1.077
H -3.93271 -2.80743 3.13545 0.051 -0.228 0.004
H -3.62767 0.23622 2.94603 0.371 -0.655 0.212
H -4.08940 -0.68425 4.39838 0.914 -0.276 -0.883
O -3.89073 5.03731 -0.88268 -2.118 1.521 -1.816
C -3.15005 4.45035 -0.20249 0.840 -1.528 1.615
C -1.98864 4.97726 0.59116 -0.385 1.775 0.360
C -1.84785 3.89507 1.62163 2.589 -1.444 -0.476
C -2.07461 2.69443 0.68536 -1.633 1.289 2.295
O -3.26721 3.09731 -0.00793 0.271 0.465 -0.583
H -1.21788 5.18297 -0.17208 0.411 -0.612 0.709
H -2.20078 5.96552 1.04716 -0.238 -0.477 -0.502
H -0.85066 3.75499 2.13074 -1.073 0.504 -0.450
H -2.65010 3.92545 2.33385 -0.311 0.196 0.474
H -1.27816 2.66828 0.02037 1.534 -0.770 -1.328
H -2.30120 1.82327 1.24960 0.091 -1.055 -0.034
O -5.53680 0.77924 1.41936 1.797 -0.238 -1.071
C -5.06099 0.68046 0.30142 -1.474 -0.801 0.634
C -5.86292 0.99649 -0.94675 -0.853 1.161 0.507
C -5.06432 0.43902 -2.04028 1.271 -2.354 -0.822
C -3.64736 0.27306 -1.47738 1.081 0.673 0.212
O -3.85865 0.09135 -0.04567 -1.108 0.941 0.672
H -6.90074 0.61029 -0.91198 0.707 0.008 0.383
H -5.98155 2.07981 -1.03995 0.189 0.054 0.227
H -5.38359 -0.60131 -2.22589 -0.142 0.396 -0.266
H -5.05813 0.97083 -2.96443 -0.105 0.426 -0.634
H -3.06769 -0.61532 -1.82031 -0.615 0.725 0.154
H -3.00446 1.20044 -1.59662 -0.723 -1.061 0.033
O 0.52892 4.65827 -2.05769 -0.257 0.522 -0.316
C -0.47736 4.84472 -2.69525 0.141 -2.164 0.623
C -1.14698 6.10497 -3.09403 -1.351 -0.400 1.748
C -2.58294 5.66068 -3.45266 0.830 -0.113 -1.850
C -2.47910 4.14565 -3.75712 0.803 -0.228 -0.428
O -1.19983 3.74161 -3.10036 -1.108 0.695 -0.546
H -1.16211 6.77469 -2.22970 0.140 -0.058 -0.052
H -0.49801 6.55172 -3.79699 0.198 0.642 -1.341
H -3.34925 5.95423 -2.75682 0.173 -0.293 0.516
H -2.86329 6.09784 -4.38075 -0.314 0.708 -0.827
H -3.32222 3.59947 -3.34692 0.226 -0.210 0.595
H -2.48498 3.81844 -4.87000 0.569 0.937 1.721
O 1.39625 0.82293 1.55332 0.133 -0.124 -1.886
C 1.32743 1.07307 2.71547 0.516 -0.670 0.844
C 2.13308 0.42175 3.77980 -0.014 0.103 1.959
C 1.75381 1.25248 5.10076 0.940 -1.139 -1.560
C 0.54371 2.03703 4.60376 1.078 1.126 0.668
O 0.43499 1.91483 3.19639 -0.208 0.133 -0.411
H 1.77370 -0.62320 3.85410 -0.035 0.609 0.011
H 3.19675 0.35191 3.55665 -0.050 0.426 -0.120
H 1.62732 0.56217 5.92310 -0.705 -0.073 0.125
H 2.54081 1.92177 5.43851 0.191 0.082 -0.444
H -0.37513 1.74356 5.00836 -1.354 -0.550 0.718
H 0.70867 3.09651 4.79105 -0.216 0.093 0.136
O 5.08545 2.92333 3.46386 1.527 0.266 0.738
C 4.51348 3.57759 2.65726 -0.298 -0.569 -1.434
C 4.91613 4.60189 1.55739 -0.722 0.100 2.888
C 3.74510 4.60397 0.63653 0.513 0.511 -1.318
C 2.61880 3.91483 1.38171 -0.970 -0.917 -0.734
O 3.20033 3.34227 2.52444 -0.538 -0.295 0.721
H 4.99133 5.52228 2.13996 0.103 0.262 -0.134
H 5.85729 4.43253 1.12400 1.169 -0.504 -0.460
H 3.46448 5.60341 0.38714 -0.235 0.722 -0.249
H 4.11708 4.17299 -0.31367 -0.969 -0.326 0.413
H 1.78803 4.54667 1.76976 0.532 -0.169 -0.816
H 2.24085 3.04968 0.78943 -0.256 0.842 0.337
```
Positions in Å, forces in eV/Å.

These are the Mulliken partial charges, in e, on atoms 1 to 8: number 1, C, carries -0.93; number 2, C, carries -0.62; number 3, C, carries -0.28; number 4, N, carries 0.24; number 5, C, carries -0.66; number 6, H, carries 0.51; number 7, H, carries 0.57; number 8, H, carries 0.38

=====

So what do the calculations give for E? Going down the list: -3500.2605, -3178.8633 Ha.